Below is C23H29InN7O2 as an isolated structure, with properties calculated with ωB97M-V/def2-TZVPD.

Each line ends with the Löwdin charge.
CARTESIAN COORDINATES (ANGSTROEM)
In1 1.10 -0.39 -0.94  0.946
C1 -0.70 1.11 -3.25  -0.149
N1 0.41 0.22 -2.93  -0.049
C2 1.08 -0.38 -3.86  -0.051
C3 2.14 -1.26 -3.52  -0.321
C4 3.03 -1.98 -4.31  -0.017
C5 3.89 -2.64 -3.43  -0.063
C6 3.49 -2.29 -2.15  -0.131
N2 2.43 -1.46 -2.19  -0.046
C7 -1.94 0.74 -2.48  -0.231
C8 -2.51 1.61 -1.57  -0.036
C9 -3.68 1.27 -0.90  -0.077
C10 -4.28 0.04 -1.14  -0.096
C11 -3.70 -0.85 -2.03  -0.076
C12 -2.53 -0.50 -2.70  -0.047
H1 -0.90 1.06 -4.33  0.132
H2 -0.41 2.14 -3.02  0.126
H3 0.84 -0.21 -4.91  0.150
H4 3.05 -2.01 -5.39  0.115
H5 4.71 -3.29 -3.68  0.103
H6 3.93 -2.60 -1.21  0.110
H7 -2.04 2.57 -1.38  0.112
H8 -4.12 1.97 -0.20  0.112
H9 -5.20 -0.22 -0.63  0.110
H10 -4.17 -1.81 -2.22  0.111
H11 -2.10 -1.19 -3.41  0.122
O1 2.35 -0.02 0.78  -0.180
N3 2.20 1.10 1.40  0.035
N4 1.38 1.90 0.86  -0.193
O2 0.73 1.63 -0.26  -0.143
C13 1.14 3.18 1.48  -0.163
C14 0.50 4.15 0.73  -0.009
C15 0.27 5.39 1.31  -0.061
C16 0.68 5.64 2.61  -0.067
C17 1.32 4.65 3.34  -0.062
C18 1.56 3.41 2.78  -0.014
H12 0.20 3.95 -0.28  0.108
H13 -0.22 6.17 0.74  0.112
H14 0.50 6.61 3.06  0.111
H15 1.65 4.84 4.36  0.112
H16 2.06 2.63 3.34  0.111
C19 1.22 -2.30 3.09  -0.029
N5 0.72 -2.50 1.73  -0.143
C20 1.67 -3.12 0.82  -0.050
C21 -0.40 -1.90 1.28  -0.419
N6 -0.46 -1.47 0.02  0.091
N7 -1.43 -1.74 2.13  -0.134
C22 -2.47 -0.77 1.85  -0.028
C23 -1.73 -2.72 3.17  -0.030
H17 2.22 -1.88 3.03  0.099
H18 1.26 -3.24 3.63  0.099
H19 0.58 -1.60 3.62  0.093
H20 2.02 -4.06 1.27  0.107
H21 2.54 -2.48 0.67  0.066
H22 1.20 -3.35 -0.13  0.090
H23 -1.41 -1.28 -0.29  0.057
H24 -2.06 0.10 1.35  0.089
H25 -2.91 -0.45 2.80  0.102
H26 -3.27 -1.20 1.24  0.091
H27 -1.06 -3.57 3.10  0.092
H28 -2.75 -3.08 3.02  0.100
H29 -1.66 -2.29 4.17  0.098

The relative energy (zero: lowest compared OMol25 entry of this formula, charge and spin) is 0.000 eV. The value obtained for the HOMO-LUMO gap is 8.4 eV. As for the highest occupied orbital energy: -10.8051 eV. Its net charge is +1. The LUMO energy is -2.38 eV.

---

Below is C24H52Cl2P2Re as an isolated structure, with properties calculated with ωB97M-V/def2-TZVPD.

Each line ends with the Löwdin charge.
CARTESIAN COORDINATES (ANGSTROEM)
Re1 0.01 0.84 -0.08  0.606
Cl1 -0.60 0.20 -2.26  0.064
P1 -1.67 2.25 -0.10  0.838
C1 -3.32 1.59 -0.77  -0.505
C2 -2.02 2.99 1.62  -0.501
C3 -1.23 3.66 -1.27  -0.521
C4 -3.49 0.07 -0.62  -0.150
H1 -3.28 1.82 -1.84  0.103
C5 -4.52 2.31 -0.16  -0.125
H2 -4.66 2.03 0.89  0.073
H3 -5.44 2.01 -0.68  0.086
H4 -4.47 3.40 -0.23  0.056
H5 -2.85 -0.47 -1.34  0.010
H6 -4.53 -0.22 -0.83  0.083
H7 -3.23 -0.28 0.39  0.043
H8 -1.23 3.17 -2.26  0.091
C6 0.18 4.22 -1.03  -0.132
C7 -2.32 4.74 -1.29  -0.111
H9 -3.26 4.38 -1.71  0.064
H10 -2.01 5.58 -1.93  0.084
H11 -2.51 5.16 -0.29  0.075
H12 0.89 3.44 -0.70  0.017
H13 0.18 5.05 -0.31  0.069
H14 0.56 4.63 -1.99  0.086
C8 -2.20 1.81 2.58  -0.137
H15 -2.95 3.57 1.59  0.098
C9 -0.89 3.89 2.09  -0.144
H16 -3.11 1.21 2.37  0.065
H17 -2.27 2.16 3.63  0.089
H18 -1.32 1.16 2.51  0.010
H19 0.04 3.31 2.05  -0.039
H20 -1.04 4.17 3.14  0.087
H21 -0.77 4.81 1.51  0.059
Cl2 1.31 1.48 1.75  0.078
H22 1.39 1.32 -0.96  -0.102
P2 2.50 -1.48 -1.59  1.029
C10 3.02 -0.86 -3.24  -0.548
C11 3.89 -1.56 -0.32  -0.550
C12 1.51 -3.02 -1.74  -0.543
C13 2.89 0.69 -3.32  -0.145
H23 2.26 -1.29 -3.93  0.106
C14 4.39 -1.42 -3.64  -0.130
H24 5.20 -0.91 -3.09  0.071
H25 4.56 -1.21 -4.70  0.075
H26 4.45 -2.50 -3.50  0.060
H27 1.83 0.99 -3.22  0.008
H28 3.28 1.08 -4.28  0.080
H29 3.44 1.17 -2.50  0.052
H30 0.74 -2.70 -2.48  0.087
C15 0.72 -3.43 -0.46  -0.132
C16 2.37 -4.12 -2.38  -0.137
H31 2.61 -3.88 -3.43  0.064
H32 1.82 -5.06 -2.42  0.070
H33 3.30 -4.29 -1.83  0.073
H34 0.83 -2.71 0.37  0.011
H35 0.99 -4.43 -0.10  0.079
H36 -0.36 -3.44 -0.68  0.075
C17 4.47 -0.14 -0.20  -0.139
H37 4.63 -2.28 -0.71  0.097
C18 3.34 -1.98 1.05  -0.129
H38 4.91 0.25 -1.13  0.055
H39 5.26 -0.11 0.57  0.082
H40 3.63 0.51 0.12  0.039
H41 2.56 -1.23 1.33  0.046
H42 4.13 -1.95 1.83  0.082
H43 2.93 -2.99 1.07  0.063
C19 -1.18 -3.84 2.69  -0.057
C20 -1.64 -2.39 2.83  -0.632
C21 -3.18 -2.34 2.89  -0.053
C22 -1.05 -1.77 4.11  -0.044
C23 -1.17 -1.60 1.69  -0.102
C24 -0.67 -0.73 0.92  -0.295
H44 -1.53 -4.44 3.53  0.086
H45 -0.09 -3.88 2.67  0.084
H46 -1.56 -4.28 1.76  0.084
H47 -3.55 -2.95 3.74  0.088
H48 -3.54 -1.31 3.04  0.078
H49 -3.63 -2.73 1.96  0.089
H50 0.04 -1.72 4.02  0.090
H51 -1.44 -0.76 4.26  0.079
H52 -1.31 -2.38 4.98  0.088

The spin multiplicity is 4. The value obtained for the HOMO-LUMO gap (alpha / beta) is 7.0 / 6.1 eV. As for the highest occupied orbital energy (alpha / beta): -6.8168 / -6.8337 eV. The LUMO energy (alpha / beta) is 0.14 / -0.78 eV. The expectation value of S² is 3.7826.

---

Below is one molecule with the formula C3H4F2, with properties calculated with ωB97M-V/def2-TZVPD.

Each line ends with the Löwdin charge.
CARTESIAN COORDINATES (ANGSTROEM)
C1 0.38 0.74 0.85  -0.094
C2 -0.54 -0.04 0.01  -0.090
C3 -0.12 -0.88 -0.95  -0.442
F1 1.04 -0.98 -1.43  0.193
F2 -1.06 -1.56 -1.61  0.094
H1 0.42 0.39 1.88  0.080
H2 1.37 0.63 0.45  0.070
H3 0.14 1.77 0.88  0.065
H4 -1.63 -0.09 -0.08  0.123

The relative energy (zero: lowest compared OMol25 entry of this formula, charge and spin) is 0.426 eV. The value obtained for the HOMO-LUMO gap is 10.2 eV. As for the highest occupied orbital energy: -9.2004 eV. The LUMO energy is 1.01 eV.

---

Below is a 6-piece molecular cluster, C20H54B2N3O12S5 overall, with properties calculated with ωB97M-V/def2-TZVPD.

Each line ends with the Löwdin charge.
CARTESIAN COORDINATES (ANGSTROEM)
C1 0.50 4.67 -3.62  -0.086
C2 2.01 4.35 -3.59  -0.217
C3 2.33 2.86 -3.60  -0.194
O1 1.51 2.10 -2.70  -0.144
C4 2.16 1.54 -1.59  -0.153
C5 2.40 2.61 -0.52  -0.209
N1 1.17 2.60 0.35  0.138
C6 1.35 2.98 1.66  -0.330
N2 0.48 2.53 2.56  0.238
N3 2.32 3.82 2.01  0.054
C7 2.45 4.17 3.45  -0.011
B1 1.39 5.29 3.93  -0.577
O2 1.81 6.59 4.04  0.183
O3 0.11 4.92 4.32  0.150
C8 3.66 3.59 1.37  -0.162
C9 4.18 4.87 0.69  -0.122
O4 3.67 6.01 1.36  -0.132
O5 3.53 7.02 0.33  0.008
C10 3.59 2.41 0.39  -0.104
B2 4.99 2.24 -0.36  -0.667
O6 5.27 2.94 -1.50  0.190
O7 5.92 1.41 0.18  0.193
H1 0.23 5.11 -4.58  0.071
H2 -0.13 3.81 -3.42  0.027
H3 0.27 5.44 -2.88  0.070
H4 2.49 4.79 -4.46  0.111
H5 2.46 4.84 -2.72  0.086
H6 3.39 2.71 -3.35  0.113
H7 2.14 2.46 -4.60  0.128
H8 1.44 0.83 -1.18  0.129
H9 3.07 0.98 -1.85  0.141
H10 2.43 3.58 -1.02  0.137
H11 0.43 3.12 -0.12  0.168
H12 -0.44 2.26 2.26  0.142
H13 0.73 2.39 3.52  0.121
H14 2.44 3.27 4.08  0.124
H15 3.44 4.61 3.57  0.123
H16 1.44 7.18 3.38  0.116
H17 -0.53 4.80 3.61  0.104
H18 4.36 3.32 2.15  0.165
H19 3.88 4.92 -0.36  0.121
H20 5.27 4.88 0.72  0.148
H21 2.80 7.54 0.68  0.100
H22 3.48 1.49 0.96  0.110
H23 6.20 2.85 -1.73  0.129
H24 5.53 0.75 0.77  0.071
C11 -3.48 0.77 -2.01  -0.277
S1 -2.16 1.48 -2.99  0.805
O8 -1.94 2.87 -2.48  -0.572
C12 -3.10 1.61 -4.51  -0.260
H25 -3.12 0.65 -0.99  0.049
H26 -4.33 1.45 -2.02  0.064
H27 -3.76 -0.20 -2.41  0.015
H28 -3.98 2.22 -4.34  0.061
H29 -3.38 0.61 -4.83  0.057
H30 -2.46 2.08 -5.25  0.051
C13 -7.05 -2.87 -0.71  -0.260
S2 -5.34 -3.12 -1.18  0.814
O9 -4.93 -1.92 -1.97  -0.568
C14 -5.66 -4.43 -2.36  -0.270
H31 -7.09 -2.04 0.00  0.050
H32 -7.64 -2.63 -1.60  0.062
H33 -7.43 -3.78 -0.23  0.059
H34 -6.34 -4.06 -3.13  0.066
H35 -6.07 -5.29 -1.83  0.028
H36 -4.70 -4.70 -2.81  0.041
C15 2.25 -2.08 1.16  -0.244
S3 2.90 -0.91 2.34  0.835
O10 4.16 -0.34 1.76  -0.560
C16 3.38 -2.10 3.58  -0.247
H37 1.93 -1.52 0.28  0.049
H38 3.04 -2.78 0.88  0.071
H39 1.41 -2.58 1.62  0.011
H40 4.09 -2.80 3.14  0.067
H41 2.49 -2.61 3.93  0.054
H42 3.85 -1.56 4.40  0.055
C17 -3.39 -8.59 0.26  -0.261
S4 -3.85 -7.11 -0.64  0.780
O11 -5.30 -7.22 -0.92  -0.545
C18 -2.98 -7.53 -2.15  -0.252
H43 -3.88 -8.55 1.23  0.052
H44 -3.74 -9.47 -0.30  0.062
H45 -2.31 -8.62 0.38  0.055
H46 -3.35 -8.49 -2.53  0.065
H47 -1.91 -7.59 -1.95  0.058
H48 -3.17 -6.75 -2.88  0.042
C19 -2.25 -4.98 2.00  -0.282
S5 -1.52 -3.87 3.20  0.836
O12 -0.24 -3.40 2.60  -0.578
C20 -1.09 -5.11 4.41  -0.263
H49 -2.54 -4.39 1.13  0.041
H50 -1.52 -5.74 1.71  0.057
H51 -3.14 -5.45 2.43  0.058
H52 -0.44 -5.86 3.96  0.061
H53 -2.01 -5.58 4.79  0.058
H54 -0.58 -4.61 5.23  0.051

The relative energy (zero: lowest compared OMol25 entry of this formula, charge and spin) is 0.000 eV. The value obtained for the HOMO-LUMO gap is 8.1 eV. As for the highest occupied orbital energy: -10.4218 eV. Its net charge is +1. The LUMO energy is -2.31 eV.

---

no.,F_max (eV/A)
1,0.2
2,5.4
3,4.5
4,2.1